A 4-piece molecular cluster, C40H72N7O12SSi overall at a distorted geometry. Source: the Open Molecules 2025 dataset; level of theory: ωB97M-V with the def2-TZVPD basis set.

**Frontier orbital gap**: 6.84 eV
**Charge**: +1
**F_max**: 3.4 eV/Å
**HOMO**: -10.291 eV

Atoms and positions in Å:
C  2.71062  -2.07584  0.31645
C  1.37747  -2.13285  0.80986
C  0.67684  -0.75591  1.07950
O  1.15173  0.14528  0.06201
N  -0.81933  -0.84793  1.04753
C  -1.22282  0.55284  0.95800
N  -1.64706  0.97775  -0.17795
C  -2.02109  2.39193  -0.38707
C  -1.66251  2.77664  -1.90178
C  -0.38133  2.03728  -2.45042
C  -0.73239  0.83866  -3.43572
C  0.54149  0.09922  -4.00607
C  0.94260  -1.20918  -3.21243
C  1.67348  -2.29989  -4.10595
C  3.16820  -2.60961  -3.66061
Si  3.42373  -4.37215  -2.97217
C  3.16411  -5.70734  -4.34109
C  2.25378  -4.83667  -1.53627
C  5.23612  -4.46110  -2.33774
C  5.68020  -5.50660  -1.38780
C  7.06191  -5.62427  -0.91816
C  8.03289  -4.64353  -1.40913
C  7.64481  -3.57880  -2.34584
C  6.24631  -3.48360  -2.80425
N  -1.07306  1.34745  2.15165
C  -1.98284  0.91957  3.24733
C  -3.47296  0.67696  2.81872
N  -4.03223  1.69909  1.90328
N  -4.27410  0.77653  4.09344
N  -3.71591  -0.70991  2.33147
C  0.36841  1.34866  2.58247
N  0.58813  2.00608  3.89943
C  1.12727  3.11015  3.79279
S  1.97276  4.46587  3.81648
C  1.05726  -0.07534  2.46413
C  0.86509  -0.99609  3.71909
O  1.87121  -2.02073  3.83828
C  2.39023  -2.11712  5.12757
C  3.96729  -2.17413  5.22785
O  1.74622  -2.19913  6.13524
H  3.57114  -1.87263  1.00879
H  2.95665  -2.16354  -0.77323
H  0.87912  -3.12188  0.94929
H  1.92617  0.63157  0.39106
H  -1.17185  -1.25040  1.91979
H  -1.70275  0.27359  -0.92675
H  -3.14082  2.48663  -0.32826
H  -1.50987  3.07290  0.34081
H  -2.53368  2.38386  -2.50762
H  -1.66206  3.88416  -2.05725
H  0.17266  2.78203  -3.09583
H  0.34576  1.70358  -1.66770
H  -1.38008  0.05159  -2.95823
H  -1.30577  1.21752  -4.33130
H  0.31301  -0.23035  -5.06301
H  1.39792  0.81747  -4.08483
H  1.68432  -0.89886  -2.42659
H  0.01144  -1.66645  -2.78908
H  1.10135  -3.27079  -4.17514
H  1.72361  -1.91611  -5.16647
H  3.55973  -1.80432  -2.97819
H  3.81310  -2.54811  -4.58944
H  2.92366  -6.65625  -3.79373
H  2.26806  -5.41869  -4.94722
H  4.11879  -5.74966  -4.91904
H  1.96023  -5.92391  -1.60799
H  2.82738  -4.73256  -0.57932
H  1.33402  -4.18362  -1.55045
H  4.90424  -6.23570  -1.03563
H  7.34199  -6.44845  -0.21555
H  9.08532  -4.75369  -1.06043
H  8.43274  -2.87139  -2.70649
H  6.01060  -2.66168  -3.51635
H  -1.99899  1.75233  4.00719
H  -1.65125  0.00522  3.80893
H  -3.59376  2.60388  2.10002
H  -5.02707  1.80369  2.10065
H  -4.19380  1.72432  4.48270
H  -5.26853  0.63634  3.89195
H  -3.76751  -1.24929  3.20812
H  -4.67219  -0.72519  1.95496
H  0.89826  1.99931  1.82457
H  2.17114  0.13346  2.41128
H  0.89516  -0.38787  4.66750
H  -0.14264  -1.51440  3.74346
H  4.32047  -1.81821  6.22237
H  4.24494  -3.25854  5.08359
H  4.36788  -1.58747  4.36339
C  -2.91718  -5.04627  2.34637
C  -4.22895  -4.28698  2.38618
O  -5.34636  -5.17213  2.27067
C  -5.65034  -5.86212  3.37872
O  -5.07868  -5.79129  4.43646
O  -6.68507  -6.66028  3.09983
C  -7.04952  -7.53210  4.17169
H  -2.86354  -5.67281  1.45383
H  -2.07136  -4.35514  2.34755
H  -2.81755  -5.70870  3.20728
H  -4.27866  -3.60981  1.53146
H  -4.31481  -3.67608  3.28883
H  -7.22945  -6.97598  5.09155
H  -6.27165  -8.28160  4.32264
H  -7.97002  -8.03852  3.88688
C  -2.63929  7.23171  3.44198
C  -3.90314  6.71018  4.08795
O  -5.07341  7.18450  3.41528
C  -5.33474  6.57217  2.25888
O  -4.67494  5.68650  1.76604
O  -6.43195  7.12017  1.73091
C  -6.76468  6.62279  0.43428
H  -2.65972  8.32108  3.37473
H  -1.76385  6.92641  4.01812
H  -2.52847  6.85268  2.42472
H  -3.96437  7.07690  5.11319
H  -3.90847  5.61853  4.13472
H  -6.84127  5.53537  0.43403
H  -6.02331  6.95543  -0.29355
H  -7.73238  7.03835  0.15957
C  3.07328  5.21009  -7.95434
C  3.93178  4.38968  -7.01227
O  4.29389  5.14227  -5.84542
C  3.33438  5.28399  -4.92925
O  2.21585  4.83654  -4.99340
O  3.82021  6.03375  -3.93095
C  2.85978  6.35179  -2.92638
H  3.56703  6.15198  -8.20157
H  2.87783  4.65866  -8.87530
H  2.11496  5.46266  -7.49799
H  4.86497  4.12536  -7.51096
H  3.44139  3.45578  -6.72885
H  2.38202  5.45272  -2.53524
H  2.11346  7.03850  -3.32842
H  3.38552  6.84758  -2.11189


A 5-piece molecular cluster, C40H73BBr2ClF3I2NO13P2S4 overall at a distorted geometry. Source: the Open Molecules 2025 dataset; level of theory: ωB97M-V with the def2-TZVPD basis set.

**Frontier orbital gap**: 6.35 eV
**Charge**: +1
**F_max**: 3.7 eV/Å
**HOMO**: -9.099 eV

Atoms and positions in Å:
C  -2.05933  0.13745  -4.71977
C  -1.43236  0.72997  -3.67853
C  -0.72661  0.12609  -2.44882
C  -1.07581  -1.38064  -2.50951
C  -0.61567  -2.40918  -3.52436
O  0.43503  -2.86324  -3.67310
I  -2.10379  -3.41540  -4.81595
C  -1.75136  0.75186  -1.33967
P  -2.92578  -0.30125  -0.40058
C  -4.72519  -0.05220  -0.73085
C  -2.65392  -1.98867  0.18373
C  -1.05883  1.77414  -0.36716
C  0.32989  1.32861  0.11544
C  0.60500  2.36624  1.24926
C  1.97879  2.34715  1.93885
C  1.98157  2.57829  3.45510
F  0.89519  3.20419  3.91793
Br  2.32403  0.87207  4.36667
C  3.20187  3.47452  3.82414
F  4.28001  3.13438  3.13728
F  3.50570  3.38094  5.09283
Br  2.80527  5.35734  3.45136
C  0.33407  -0.06612  0.86833
O  0.03534  -0.05423  2.21770
C  -1.34292  -0.08770  2.61183
C  -1.51619  0.50011  4.03788
C  -2.27093  1.85995  3.99811
N  1.27846  1.27231  -1.04700
P  2.46787  2.70231  -1.43755
O  2.01305  4.05827  -0.69818
Cl  4.20319  2.22145  -0.39066
C  0.77879  0.57138  -2.36919
B  1.80718  -0.72131  -2.25752
O  1.51049  -1.78985  -1.39869
O  3.09798  -0.70504  -2.69301
C  3.65101  -1.87014  -3.31842
C  5.15990  -1.90376  -3.01433
C  1.35251  1.26243  -3.67164
I  1.33173  -0.11224  -5.41400
C  0.85442  2.59112  -4.28946
C  0.23610  3.73604  -3.46908
H  -1.72217  0.35214  -5.73613
H  -2.92076  -0.51728  -4.66723
H  -1.51705  1.82035  -3.63669
H  -2.15916  -1.43601  -2.59708
H  -0.81814  -1.83856  -1.55127
H  -2.45568  1.44496  -1.81578
H  -5.21843  -0.20178  0.22882
H  -5.10057  -0.84594  -1.38383
H  -4.95702  0.94304  -1.09817
H  -1.64771  -2.37418  0.33584
H  -3.12152  -2.73514  -0.47882
H  -3.14901  -2.15073  1.15086
H  -0.89400  2.70699  -0.93210
H  -1.71869  2.06245  0.44059
H  -0.15893  2.29315  2.01878
H  0.33390  3.35454  0.86558
H  2.55244  1.44543  1.74358
H  2.56114  3.16894  1.51676
H  -0.23901  -0.77046  0.25150
H  1.35163  -0.49360  0.84412
H  -1.93688  0.56401  1.97991
H  -1.72483  -1.10747  2.65181
H  -2.15424  -0.16938  4.61006
H  -0.55711  0.67063  4.52069
H  -2.20027  2.35376  3.01872
H  -1.88278  2.56941  4.72464
H  -3.33204  1.71746  4.18852
H  2.02281  0.70062  -0.61711
H  1.10644  4.34564  -0.89950
H  2.18210  -1.81956  -0.70174
H  3.21350  -2.82746  -3.03372
H  3.58652  -1.81886  -4.40328
H  5.64082  -2.36510  -3.87586
H  5.55762  -0.89565  -2.98655
H  5.39727  -2.46229  -2.10964
H  2.42996  1.31212  -3.67084
H  0.13909  2.37578  -5.08129
H  1.67233  3.04614  -4.85687
H  -0.18455  4.44554  -4.18485
H  1.01426  4.31637  -2.97162
H  -0.58974  3.47388  -2.80593
C  -4.63849  6.62777  6.99402
C  -3.90165  7.14412  5.75188
C  -3.32730  5.92481  5.01975
S  -4.41048  4.54673  5.41556
O  -3.66858  3.58832  6.19233
O  -5.14658  4.16370  4.23635
C  -5.48822  5.45444  6.51605
H  -5.25099  7.40277  7.45236
H  -3.91474  6.28580  7.73732
H  -4.60689  7.66584  5.10135
H  -3.11494  7.85057  6.01372
H  -3.31253  6.06708  3.94164
H  -2.32831  5.67667  5.37546
H  -5.81998  4.80364  7.32179
H  -6.34308  5.79766  5.93346
C  -4.34319  -5.97987  3.81511
C  -3.49850  -5.96337  5.09491
C  -2.54805  -4.76369  5.00085
S  -3.37618  -3.55002  3.97195
O  -2.61545  -3.38379  2.75182
O  -3.76439  -2.41610  4.77269
C  -4.81654  -4.54390  3.61075
H  -5.18310  -6.66857  3.89284
H  -3.72613  -6.29346  2.96954
H  -4.15225  -5.84815  5.96220
H  -2.94480  -6.89193  5.22422
H  -2.34687  -4.32383  5.97484
H  -1.61133  -5.03156  4.51360
H  -5.15836  -4.34154  2.59766
H  -5.59075  -4.27495  4.32921
C  1.48993  -5.37841  -0.51642
C  1.19628  -6.73546  -1.16791
C  0.19343  -7.47028  -0.26840
S  -0.75305  -6.19646  0.57122
O  -0.46634  -6.26221  1.98230
O  -2.10360  -6.19344  0.06983
C  0.13319  -4.80532  -0.12340
H  2.02381  -4.71091  -1.19341
H  2.10668  -5.52172  0.37442
H  0.75731  -6.57668  -2.15547
H  2.10355  -7.32239  -1.30425
H  -0.48507  -8.09628  -0.84268
H  0.69610  -8.06693  0.49078
H  0.19922  -4.00587  0.61318
H  -0.41801  -4.46496  -1.00117
C  5.59577  1.21891  -7.34757
C  6.22935  2.52742  -6.85724
C  7.06620  2.19496  -5.61526
S  7.58580  0.48542  -5.80411
O  6.96481  -0.30269  -4.76505
O  9.00198  0.43791  -6.04272
C  6.71772  0.18543  -7.33900
H  5.16044  1.32679  -8.34018
H  4.80078  0.91275  -6.66151
H  6.87501  2.93384  -7.63809
H  5.47559  3.28143  -6.63194
H  7.94760  2.82658  -5.53586
H  6.47634  2.26570  -4.70250
H  6.36058  -0.84174  -7.36295
H  7.41998  0.35780  -8.15416


What is the formula in the first record? C40H72N7O12SSi